{"formula": "C5H12Cl2P2", "method": "ωB97M-V/def2-TZVPD", "e_homo_ev": [-7.93, -7.92], "relative_energy_kcal_mol": 24.0, "spin_multiplicity": 1, "energy_ha": -1800.66973, "e_lumo_ha": [-0.0218, -0.0218], "elements": ["H", "H", "H", "Cl", "H", "P", "C", "H", "H", "C", "C", "H", "H", "H", "P", "H", "Cl", "C", "H", "C", "H"], "positions_angstrom": [[-1.4134, -0.3367, -1.5048], [3.4849, 0.9178, -0.9952], [-3.9019, 1.3262, 0.4543], [1.4293, 1.9608, 1.4088], [0.0393, -1.3714, 1.4084], [-1.8207, 0.0165, 0.7293], [0.6325, 1.0730, 0.0506], [1.3425, -2.4844, 1.1000], [3.5049, -0.8613, -1.2513], [1.0358, -1.4468, 1.0948], [3.0872, -0.0098, -0.5478], [-2.3410, 2.1744, 0.5643], [-1.4099, -1.9770, -0.7323], [3.4991, -0.0525, 0.5364], [1.3387, -0.4666, -0.4368], [-3.0164, -1.0291, -0.9732], [0.5895, 2.0772, -1.3080], [-2.8616, 1.3388, 0.1240], [1.6456, -1.0949, 2.0457], [-1.9057, -0.9693, -0.7593], [-2.9589, 1.2149, -1.0080]]}

---

{"formula": "C37H38FN3O5PSW", "method": "ωB97M-V/def2-TZVPD", "e_homo_ev": [-14.26, -15.51], "spin_multiplicity": 3, "charge": 3, "energy_ha": -2878.89419, "s_squared": 2.015, "e_lumo_ha": [-0.2749, -0.2922], "elements": ["H", "H", "C", "H", "P", "C", "H", "C", "H", "C", "C", "H", "C", "H", "H", "H", "H", "H", "N", "C", "C", "C", "H", "H", "S", "H", "C", "O", "H", "C", "H", "C", "C", "C", "O", "C", "H", "H", "F", "H", "H", "H", "H", "O", "C", "C", "C", "C", "H", "C", "O", "H", "C", "C", "H", "W", "C", "C", "C", "H", "C", "C", "O", "H", "H", "H", "H", "C", "H", "H", "C", "C", "C", "C", "H", "H", "C", "N", "N", "C", "H", "H", "H", "C", "H", "C", "C"], "positions_angstrom": [[3.3200, 7.7937, -1.0904], [-1.3494, 6.5671, -1.8498], [-2.2220, 0.1024, -0.9906], [5.8977, -1.7613, 1.9508], [0.2958, -2.5312, 1.4424], [2.0754, -2.2454, 1.7543], [-1.8639, -3.5813, 5.7487], [-1.5293, 2.8103, -0.9818], [-1.9183, -4.0164, 0.5412], [-0.3854, -6.4923, -3.2431], [-3.9617, 3.3848, -1.0351], [-0.6332, -6.9267, -2.2769], [-1.5171, -2.7993, 5.0868], [-3.7967, 4.1746, -0.3040], [-2.4354, -6.4219, 0.3565], [-1.9491, 4.9002, -0.8180], [1.4030, -6.3081, -1.0671], [4.5151, -1.5768, 3.9769], [1.4721, 8.4586, -1.8982], [-0.9934, -3.1370, 3.8478], [-2.7529, -1.3005, -1.0227], [-0.8497, 0.4333, -0.9925], [-4.9244, 4.6856, -2.4574], [-1.2824, -6.1300, -3.7416], [0.7281, -5.1060, -3.0007], [1.3998, -7.3763, 2.0045], [1.1283, 3.5735, -1.1208], [2.0918, -2.5260, -1.8099], [1.9602, -4.9774, 2.1266], [0.6920, -6.6406, 1.6450], [-0.7646, 7.5583, -0.5109], [2.0168, -2.4710, -0.5553], [-3.1550, 1.1124, -0.9784], [-0.5180, 1.8278, -1.0208], [0.0994, -0.4434, -0.9587], [1.9261, -5.9365, -1.9472], [-0.7825, -8.0985, 1.0982], [1.2734, 9.0384, -1.0784], [2.4187, 3.9142, -1.2914], [-3.2121, 4.4024, -2.8097], [2.6518, 6.7765, -2.3811], [1.9084, 9.0662, -2.5945], [0.1168, -7.2151, -3.8865], [-3.9196, -1.5358, -0.8973], [2.8613, -2.3068, 0.5791], [0.8186, 2.2483, -1.0954], [-1.5978, -1.4699, 5.4745], [2.4076, 7.3580, -1.4938], [-4.4054, 3.1428, -3.1355], [0.1483, 4.5890, -1.0164], [-1.8278, -2.2268, -1.2485], [-0.9357, -4.1769, 3.5590], [0.0820, -4.3409, 1.2894], [-1.1646, -4.7522, 0.7962], [-0.4846, 8.7274, -2.6755], [0.0769, -2.4190, -1.0362], [-1.1642, -0.4640, 4.6201], [1.7017, 6.4865, -0.4623], [1.0044, -5.2904, 1.7219], [4.8472, -2.2064, -0.2502], [4.0461, -1.7939, 3.0264], [-4.1302, 3.9409, -2.4463], [-0.0773, -4.2243, -2.0038], [-4.2029, 0.8383, -0.9799], [2.3839, -6.7519, -2.5072], [1.4550, 7.0968, 0.4178], [-4.8693, 2.8650, -0.7399], [0.1853, 7.9055, -2.4284], [-1.2362, 0.5719, 4.9233], [-0.2932, -0.0103, 2.7099], [4.2466, -2.1472, 0.6485], [-0.5373, -7.0450, 1.1417], [-1.1754, 4.1607, -0.9460], [4.8263, -1.8925, 1.8790], [1.6068, 1.5117, -1.1698], [2.6925, -5.2155, -1.6753], [-0.4560, 6.9802, -1.3917], [-2.8560, 2.4116, -0.9584], [0.4766, 5.9333, -1.0195], [2.6640, -1.9742, 2.9717], [0.4121, 7.3478, -3.3355], [-2.0019, -1.2142, 6.4448], [2.3821, 5.7138, -0.1302], [-0.5431, -2.1287, 2.9980], [2.0669, -1.9132, 3.8728], [-0.6399, -0.7893, 3.3810], [-1.4682, -6.1017, 0.7216]]}

---

{"formula": "C3H11N3", "method": "ωB97M-V/def2-TZVPD", "e_homo_ev": -8.71, "relative_energy_kcal_mol": 89.8, "spin_multiplicity": 1, "energy_ha": -285.03476, "smiles": "C=NC.NCN", "e_lumo_ha": 0.0260, "elements": ["N", "H", "H", "H", "H", "H", "N", "N", "C", "H", "C", "H", "H", "H", "H", "H", "C"], "positions_angstrom": [[2.6184, 0.0820, -0.7956], [-1.9972, 0.1719, -0.9600], [-3.2769, -0.9808, 0.3933], [-2.3126, 0.9681, 0.4789], [-2.7422, -1.1161, 1.8215], [1.8741, 1.7441, 0.2698], [-1.5579, 0.3568, -0.0294], [-2.6155, -1.5654, 0.8770], [2.5562, 0.8222, 0.4680], [-0.9789, -1.5673, -0.3379], [-1.3421, -0.9335, 0.4623], [2.1832, 0.0900, 1.2766], [1.6323, 1.4446, -2.1655], [1.1965, -0.2554, -2.2710], [3.6719, 1.2039, 0.8552], [-0.7940, -0.9346, 1.4388], [1.8846, 0.4696, -1.7821]]}

---

{"formula": "C7H9Cl", "method": "ωB97M-V/def2-TZVPD", "e_homo_ev": -8.51, "relative_energy_kcal_mol": 40.6, "spin_multiplicity": 1, "energy_ha": -732.22637, "smiles": "C=C/C(Cl)=C\\C1CC1", "e_lumo_ha": 0.0191, "elements": ["C", "C", "Cl", "H", "H", "H", "H", "C", "H", "H", "C", "H", "C", "C", "H", "H", "C"], "positions_angstrom": [[1.6878, -1.2117, -1.2141], [0.8018, -0.8420, -2.1224], [3.0277, -1.0757, 1.2173], [-1.1925, 1.1778, 2.3369], [0.9971, -0.9920, -3.1827], [-2.1753, -0.5687, 0.9346], [-0.0866, -0.3012, -1.8255], [-1.9541, 0.3441, 0.4309], [-0.2317, 1.2657, -0.5681], [-2.7216, 0.6001, -0.3451], [-0.4481, 0.7329, 0.3189], [2.5694, -1.7461, -1.5060], [-1.3410, 1.4274, 1.3030], [0.5601, -0.2015, 0.9088], [0.6147, -0.2666, 1.9794], [-1.6514, 2.4491, 1.1101], [1.5437, -0.7918, 0.2240]]}